Computed, not measured: a 12-piece molecular cluster, C48H60F36O24 overall, with ωB97M-V/def2-TZVPD.

Calculated values
E, eV: -197715.556
HOMO level, eV: -10.79
HOMO-LUMO gap, eV: 10.90
SMILES: CCOC(=O)C(F)(F)F.CCOC(=O)C(F)(F)F.CCOC(=O)C(F)(F)F.CCOC(=O)C(F)(F)F.CCOC(=O)C(F)(F)F.CCOC(=O)C(F)(F)F.CCOC(=O)C(F)(F)F.CCOC(=O)C(F)(F)F.CCOC(=O)C(F)(F)F.CCOC(=O)C(F)(F)F.CCOC(=O)C(F)(F)F.CCOC(=O)C(F)(F)F
ΔE to the lowest compared entry with this formula, charge and spin, eV: 1.824
LUMO level, eV: 0.1
F_max, eV/Å: 6.383
Total charge: 0

Positions of all 168 atoms, in Å:
C: -4.25 0.57 3.80
C: -5.40 0.91 2.80
O: -5.08 1.59 1.63
C: -6.08 1.61 0.62
O: -7.19 1.01 0.60
C: -5.80 2.60 -0.51
F: -5.78 1.94 -1.62
F: -6.89 3.46 -0.60
F: -4.67 3.26 -0.34
H: -3.84 1.53 4.12
H: -3.46 -0.04 3.35
H: -4.66 -0.17 4.49
H: -6.23 1.42 3.29
H: -5.89 -0.03 2.55
C: -4.41 5.46 4.13
C: -4.80 5.57 5.59
O: -6.14 5.14 5.86
C: -6.42 3.78 5.89
O: -5.66 2.81 5.76
C: -7.96 3.55 6.21
F: -8.59 3.53 5.03
F: -8.09 2.39 6.90
F: -8.53 4.48 6.95
H: -3.41 5.87 4.00
H: -5.12 6.08 3.58
H: -4.54 4.50 3.62
H: -4.74 6.63 5.84
H: -4.05 5.26 6.31
C: 5.29 2.38 -0.29
C: 5.42 1.83 -1.71
O: 4.61 2.55 -2.58
C: 4.35 2.02 -3.81
O: 4.81 0.96 -4.26
C: 3.29 2.81 -4.56
F: 2.15 2.07 -4.76
F: 2.90 3.88 -3.88
F: 3.79 3.30 -5.66
H: 5.69 1.58 0.33
H: 4.23 2.47 -0.05
H: 5.81 3.34 -0.28
H: 5.02 0.82 -1.66
H: 6.43 1.83 -2.11
C: 0.06 2.20 5.64
C: 0.64 2.57 7.02
O: 0.73 3.95 7.33
C: 0.96 4.44 8.58
O: 1.09 3.83 9.62
C: 1.11 5.99 8.68
F: 0.23 6.44 9.57
F: 2.34 6.44 8.96
F: 0.64 6.56 7.54
H: -0.96 1.85 5.83
H: 0.54 1.35 5.16
H: 0.07 3.00 4.90
H: 1.67 2.24 7.08
H: 0.19 1.99 7.83
C: 4.82 -5.07 2.54
C: 4.39 -3.62 2.17
O: 5.55 -3.03 1.60
C: 5.80 -1.66 1.65
O: 5.19 -0.79 2.21
C: 7.02 -1.40 0.73
F: 7.69 -2.52 0.46
F: 6.65 -0.89 -0.42
F: 7.89 -0.49 1.30
H: 5.37 -5.40 1.66
H: 3.99 -5.76 2.70
H: 5.61 -5.10 3.30
H: 4.01 -3.03 3.00
H: 3.54 -3.58 1.48
C: -1.31 1.80 2.17
C: -1.68 1.33 0.72
O: -0.91 0.23 0.46
C: 0.22 0.23 -0.27
O: 0.70 1.19 -0.88
C: 0.88 -1.08 -0.62
F: 0.14 -2.08 -0.19
F: 0.99 -1.24 -1.97
F: 2.07 -1.13 -0.09
H: -0.26 2.00 2.36
H: -1.64 1.02 2.85
H: -1.96 2.66 2.31
H: -1.61 2.20 0.06
H: -2.73 1.06 0.68
C: -0.62 -0.21 -4.92
C: -2.10 -0.08 -5.15
O: -2.52 0.98 -4.27
C: -2.26 2.29 -4.46
O: -1.59 2.70 -5.38
C: -3.11 3.30 -3.55
F: -4.44 3.13 -3.93
F: -2.97 2.95 -2.25
F: -2.79 4.59 -3.78
H: -0.25 -1.10 -5.43
H: -0.30 -0.36 -3.89
H: -0.05 0.59 -5.40
H: -2.65 -0.94 -4.76
H: -2.42 0.13 -6.17
C: 4.37 -3.98 -3.15
C: 4.80 -4.71 -4.44
O: 3.62 -5.08 -5.09
C: 3.33 -6.34 -5.37
O: 3.99 -7.22 -4.85
C: 2.06 -6.49 -6.23
F: 1.96 -5.36 -6.96
F: 2.11 -7.51 -7.04
F: 1.07 -6.67 -5.32
H: 3.77 -4.66 -2.55
H: 3.82 -3.05 -3.32
H: 5.20 -3.69 -2.50
H: 5.48 -5.52 -4.18
H: 5.30 -4.00 -5.09
C: 0.99 -0.95 3.22
C: -0.23 -1.63 3.83
O: -1.02 -2.12 2.81
C: -2.38 -2.47 3.14
O: -2.73 -2.68 4.30
C: -3.24 -2.70 1.88
F: -3.52 -1.49 1.30
F: -2.53 -3.41 1.00
F: -4.31 -3.36 2.24
H: 1.70 -0.55 3.94
H: 0.71 -0.23 2.45
H: 1.51 -1.77 2.72
H: -0.67 -0.85 4.45
H: 0.14 -2.47 4.43
C: -4.77 -0.85 -2.29
C: -3.60 -1.77 -1.83
O: -2.81 -2.32 -2.86
C: -2.53 -3.72 -2.99
O: -3.14 -4.57 -2.29
C: -1.61 -4.22 -4.13
F: -1.38 -3.17 -4.93
F: -0.53 -4.77 -3.47
F: -2.21 -5.15 -4.80
H: -5.34 -1.14 -3.17
H: -4.24 0.09 -2.49
H: -5.42 -0.43 -1.53
H: -4.19 -2.52 -1.29
H: -2.93 -1.23 -1.16
C: -0.86 8.85 -4.96
C: -0.23 8.99 -3.53
O: -0.60 8.06 -2.48
C: -0.10 6.88 -2.52
O: 0.45 6.38 -3.50
C: -0.38 6.05 -1.26
F: 0.74 5.83 -0.55
F: -1.21 6.69 -0.47
F: -0.89 4.83 -1.58
H: -1.95 8.72 -5.00
H: -0.28 8.00 -5.31
H: -0.60 9.73 -5.55
H: -0.42 10.02 -3.21
H: 0.83 8.89 -3.75
C: 4.82 -10.88 -3.04
C: 5.16 -9.53 -2.44
O: 3.92 -9.03 -1.92
C: 3.88 -7.69 -1.53
O: 4.90 -6.95 -1.49
C: 2.47 -7.13 -1.27
F: 1.58 -8.09 -1.12
F: 2.53 -6.33 -0.24
F: 2.01 -6.51 -2.39
H: 4.46 -11.53 -2.24
H: 5.69 -11.53 -3.11
H: 4.25 -10.87 -3.97
H: 5.57 -8.89 -3.23
H: 5.90 -9.44 -1.65